The molecule C3H7F2N at a distorted geometry, computed with ωB97M-V/def2-TZVPD.

Atoms and positions in Å:
C 1.152 0.044 -0.118
C -0.130 0.241 -0.878
C -1.349 -0.297 -0.197
H 0.682 -0.660 1.663
H 0.376 0.901 1.588
H 1.928 0.811 -0.382
H 1.522 -0.952 -0.346
H -0.235 1.263 -1.090
H -0.084 -0.259 -1.900
H -2.215 -0.417 -0.867
N 1.018 0.181 1.296
F -1.649 0.624 0.814
F -1.018 -1.480 0.416

Results
HOMO energy	-0.3327	Eh
orbital gap	10.019	eV
SMILES string	NCCC(F)F
total charge	0
E_tot	-10149.269	eV
spin multiplicity	1
energy above the lowest of the compared OMol25 structures with the same formula, charge and spin	0.773	eV
E_LUMO	0.96	eV

Löwdin atomic charge list, values in e, 6 entries:
1 C -0.292
2 C -0.145
3 C -0.342
4 H 0.041
5 H 0.069
6 H 0.123